Below is C3H8N2O in the gas phase in a non-equilibrium geometry, with properties calculated with wB97M-V/def2-TZVPD.

Each line ends with the natural charge from an NBO analysis.
Cartesian coordinates (Å):
N  0.8353  0.7545  1.0996  -0.857
C  0.5611  0.2273  -0.2535  -0.131
C  -0.4681  1.0050  -1.0545  -0.622
C  0.0183  -1.2153  -0.1345  0.658
N  -0.8205  -1.5582  0.8608  -0.822
O  0.3238  -1.9900  -1.0342  -0.640
H  0.4960  1.7025  1.1783  0.358
H  1.8233  0.7880  1.3203  0.370
H  1.5003  0.1779  -0.7952  0.208
H  -1.4033  1.1775  -0.5075  0.208
H  -0.6766  0.3424  -1.8964  0.241
H  -0.1404  2.0172  -1.2886  0.213
H  -1.1541  -2.4978  0.8696  0.407
H  -0.8951  -0.9310  1.6356  0.411

Results
**Structure (SMILES)**: C[C@@H](N)C(N)=O
**Multiplicity**: 1
**Relative energy (zero: lowest compared OMol25 entry of this formula, charge and spin)**: 0.4107 eV
**Total energy**: -303.8770 hartree
**LUMO energy**: 1.0 eV
**Kohn-Sham gap**: 10.16 eV

=====

Below is 2 unconnected molecules or ions with the total composition C3H8N2O in a non-equilibrium geometry, with properties calculated with wB97M-V/def2-TZVPD.

Each line ends with the natural charge from an NBO analysis.
Cartesian coordinates (Å):
C  -1.7744  0.3405  0.1069  -0.606
C  -0.3965  0.1820  -0.6932  -0.109
C  0.5019  -0.3837  0.4236  0.620
H  -1.7062  0.9610  0.9751  0.221
H  -2.0066  -0.6658  0.3746  0.215
H  -2.5151  0.8403  -0.6220  0.217
H  -0.5604  -0.6325  -1.5371  0.189
H  0.4513  2.1308  -0.6509  0.377
H  0.9212  1.1808  -1.9278  0.365
H  1.3611  -2.2453  1.1031  0.405
H  1.0287  -2.5542  -0.8804  0.346
N  0.1111  1.3390  -1.3325  -0.840
N  0.7020  -1.7415  0.4498  -0.798
O  0.9185  0.3712  1.2901  -0.602

Results
**Multiplicity**: 1
**Relative energy (zero: lowest compared OMol25 entry of this formula, charge and spin)**: 3.8576 eV
**Total energy**: -303.7504 hartree
**LUMO energy**: -0.7 eV
**Kohn-Sham gap**: 8.41 eV

=====

Below is 2 unconnected molecules or ions with the total composition C3H8N2O in a non-equilibrium geometry, with properties calculated with wB97M-V/def2-TZVPD.

Each line ends with the natural charge from an NBO analysis.
Cartesian coordinates (Å):
C  -2.2463  -0.1622  -1.6972  -0.544
C  -2.0380  0.0838  -0.3595  0.150
O  -0.9871  -0.5910  0.1881  -0.742
H  -2.7784  0.7945  -2.1525  0.200
H  -1.9742  -1.0219  -2.3155  0.218
H  -2.4666  0.9082  0.1731  0.179
H  -0.6911  -0.2565  1.1060  0.523
N  1.8690  -0.5419  -0.2036  -0.810
C  1.9659  0.0714  1.0823  0.312
N  1.0101  0.7074  1.7412  -0.798
H  0.9831  -0.5515  -0.6748  0.425
H  2.6865  -0.8272  -0.5746  0.382
H  3.1237  -0.0027  1.3759  0.143
H  1.5435  1.3897  2.3111  0.362

Results
**Structure (SMILES)**: [H]/N=C/N.C=CO
**Multiplicity**: 1
**Relative energy (zero: lowest compared OMol25 entry of this formula, charge and spin)**: 3.1711 eV
**Total energy**: -303.7756 hartree
**LUMO energy**: 0.9 eV
**Kohn-Sham gap**: 9.31 eV

=====

Below is C3H8N2O in the gas phase in a non-equilibrium geometry, with properties calculated with wB97M-V/def2-TZVPD.

Each line ends with the natural charge from an NBO analysis.
Cartesian coordinates (Å):
C  -1.8456  -0.0125  -0.6591  -0.632
C  2.5022  0.3893  0.1869  -0.483
C  -0.9786  -0.7361  0.4087  -0.247
N  1.0819  0.2787  0.5541  -0.244
N  0.4713  -0.6451  -0.0099  0.331
O  0.8225  -1.5378  -0.7566  -0.492
H  -1.3528  -0.3760  -1.5559  0.228
H  -2.8638  -0.3348  -0.4935  0.219
H  -2.0127  1.0667  -0.5217  0.224
H  2.4383  0.2448  -0.8892  0.217
H  3.0846  -0.4779  0.5822  0.212
H  2.9278  1.3595  0.5844  0.218
H  -1.1349  -0.0588  1.3097  0.225
H  -1.0597  -1.8031  0.5170  0.225

Results
**Structure (SMILES)**: CC/[N+]([O-])=N/C
**Multiplicity**: 1
**Relative energy (zero: lowest compared OMol25 entry of this formula, charge and spin)**: 4.0918 eV
**Total energy**: -303.7418 hartree
**LUMO energy**: 1.0 eV
**Kohn-Sham gap**: 10.79 eV

=====

Below is C3H8N2O in the gas phase in a non-equilibrium geometry, with properties calculated with wB97M-V/def2-TZVPD.

Each line ends with the natural charge from an NBO analysis.
Cartesian coordinates (Å):
C  -0.7946  -1.2169  -1.0464  -0.649
C  -0.3698  -0.0020  -0.2824  0.210
C  0.9567  -0.0893  0.4853  -0.141
H  -0.0736  -1.4429  -1.8695  0.231
H  -1.8042  -1.1131  -1.4577  0.232
H  -0.7391  -2.0831  -0.3626  0.223
H  0.7616  -0.1031  1.5975  0.165
H  1.5065  0.8500  0.2873  0.189
H  2.5374  -1.2121  0.3673  0.476
H  -1.4876  2.7001  0.6668  0.364
H  -0.3293  1.7628  1.4053  0.331
N  -1.1294  1.0339  -0.2679  -0.260
N  -0.6831  2.1153  0.5028  -0.658
O  1.6485  -1.1997  -0.0257  -0.712

Results
**Structure (SMILES)**: C/C(CO)=N/N
**Multiplicity**: 1
**Relative energy (zero: lowest compared OMol25 entry of this formula, charge and spin)**: 2.3029 eV
**Total energy**: -303.8075 hartree
**LUMO energy**: 0.7 eV
**Kohn-Sham gap**: 9.45 eV

=====

Below is C3H8N2O in the gas phase in a non-equilibrium geometry, with properties calculated with wB97M-V/def2-TZVPD.

Each line ends with the natural charge from an NBO analysis.
Cartesian coordinates (Å):
C  -1.6016  0.3686  0.2683  -0.244
C  -0.2761  0.7509  -0.3406  -0.095
C  2.9266  -0.3831  0.1509  -0.147
H  -2.9759  -1.0801  0.2370  0.369
H  -1.3893  -1.5302  -0.6131  0.380
H  -1.2665  0.2586  1.3653  0.172
H  -2.3135  1.3352  0.2951  0.198
H  0.2070  1.5681  0.1965  0.191
H  -0.4198  0.8088  -1.4068  0.190
H  2.7104  -0.8942  1.1776  0.196
H  3.9966  -0.2347  -0.1586  0.198
N  -2.2511  -0.7985  -0.4326  -0.850
N  1.9516  0.1137  -0.6702  -0.112
O  0.7015  -0.2829  -0.0689  -0.444

Results
**Structure (SMILES)**: C=NOCCN
**Multiplicity**: 1
**Relative energy (zero: lowest compared OMol25 entry of this formula, charge and spin)**: 4.6363 eV
**Total energy**: -303.7217 hartree
**LUMO energy**: 0.9 eV
**Kohn-Sham gap**: 10.36 eV

=====

Below is 2 unconnected molecules or ions with the total composition C3H8N2O in a non-equilibrium geometry, with properties calculated with wB97M-V/def2-TZVPD.

Each line ends with the natural charge from an NBO analysis.
Cartesian coordinates (Å):
C  0.3967  -0.6702  -2.2092  -0.410
C  -1.5480  -0.1786  -0.8133  0.140
N  -0.6014  -0.9409  -1.1497  -0.551
H  0.3960  0.3184  -2.6744  0.203
H  0.1893  -1.4141  -2.9844  0.197
H  1.3848  -0.8859  -1.8300  0.202
H  -1.3665  0.5868  -0.0330  0.119
H  -2.4844  0.1244  -1.3387  0.110
C  0.7379  0.3940  2.8038  0.529
N  0.4987  0.6556  1.4837  -0.853
O  0.4709  -0.6363  3.3665  -0.594
H  1.0388  1.2842  3.4006  0.096
H  0.5647  1.5495  1.0334  0.398
H  0.3225  -0.1868  0.9448  0.416

Results
**Structure (SMILES)**: C=NC.NC=O
**Multiplicity**: 1
**Relative energy (zero: lowest compared OMol25 entry of this formula, charge and spin)**: 4.1579 eV
**Total energy**: -303.7393 hartree
**LUMO energy**: -0.4 eV
**Kohn-Sham gap**: 7.83 eV

=====

Below is 3 unconnected molecules or ions with the total composition C3H8N2O in a non-equilibrium geometry, with properties calculated with wB97M-V/def2-TZVPD.

Each line ends with the natural charge from an NBO analysis.
Cartesian coordinates (Å):
C  -0.7065  -0.2748  -0.5942  -0.153
C  0.3028  0.5106  0.2982  -0.088
C  0.2010  -0.9758  0.4164  0.067
H  -2.8053  -1.5254  -0.6144  0.188
H  -1.9191  0.7433  1.3437  0.305
H  -0.5365  -0.5442  -1.6288  0.246
H  -0.2778  1.0479  1.0558  0.176
H  2.0673  1.5245  0.4286  0.376
H  1.1116  1.9512  -0.9319  0.388
H  -0.0829  -1.4379  1.4055  0.207
H  1.9652  -0.8092  -0.5136  0.488
N  -2.0884  0.1691  -0.1802  -0.611
N  1.3897  1.2047  -0.2872  -0.860
O  1.3788  -1.5840  -0.1981  -0.729

Results
**Multiplicity**: 1
**Relative energy (zero: lowest compared OMol25 entry of this formula, charge and spin)**: 9.7570 eV
**Total energy**: -303.5336 hartree
**LUMO energy**: -1.1 eV
**Kohn-Sham gap**: 7.51 eV

=====

Look up the total energy of the fifth one. -303.8075 hartree